(1)
C4H11NO in the gas phase at a distorted geometry. Source: OMol25; level of theory: ωB97M-V/def2-TZVPD.

```
17
Properties=species:S:1:pos:R:3:forces:R:3
H -1.4516 1.5223 -0.3545 0.872 0.871 0.436
C -0.4138 1.6347 0.0717 0.070 1.977 -0.150
H -1.1543 -2.4392 -0.8936 -0.783 3.725 2.195
H 1.4147 -1.6272 0.2674 1.925 1.044 -0.210
H 2.4120 0.6764 -0.8236 -0.494 0.298 0.815
H -2.1050 -1.6951 0.8972 1.763 0.457 -3.661
H -0.5748 -0.2159 1.2695 -0.336 -0.342 0.632
C 0.2683 0.3583 -0.4118 1.996 -0.102 2.250
C -1.4173 -1.3481 -0.1790 -4.320 -1.685 1.124
H -2.2485 -0.5243 -0.7652 2.451 -2.658 1.228
H 0.1108 2.7247 -0.2103 -1.521 -3.048 0.706
N -0.3107 -0.6728 0.4241 -0.370 -1.370 -1.548
C 1.7692 0.2319 -0.0238 0.853 1.322 -1.324
H 0.1545 0.1216 -1.4329 -0.459 -0.160 -1.247
O 2.2709 -1.0990 0.0408 -2.776 -0.517 0.707
H 1.8191 0.8446 0.9081 0.641 -0.727 -0.187
H -0.5435 1.5072 1.2158 0.486 0.915 -1.766
```
Positions in Å, forces in eV/Å.

- HOMO level: -0.343 Eh
- Molecular weight: 89.1 g/mol
- LUMO energy: 0.8 eV
- E: -288.87244 hartree
- Frontier orbital gap: 10.2 eV
- SMILES: CN[C@@H](C)CO
- Maximum force: 4.77 eV/A

***

(2)
A molecular structure, C52H42BrClFeN6O3P2Se2 at a distorted geometry. Source: OMol25; level of theory: ωB97M-V/def2-TZVPD.

```
110
Properties=species:S:1:pos:R:3:forces:R:3
C -2.2310 3.3285 0.5460 -0.097 0.293 0.070
C -3.4706 1.4478 3.1485 -0.110 0.027 -0.010
C 5.7955 -2.8575 1.1175 0.041 -0.071 0.139
P -1.0278 1.6027 -1.3034 0.053 0.066 0.037
H -6.7137 2.7855 1.5357 0.051 -0.039 0.039
H -4.6733 -3.1166 2.0848 0.032 -0.008 0.005
C -2.2801 -1.5715 3.9131 -0.007 -0.034 -0.018
C -3.1597 -1.8178 2.8551 0.209 0.018 0.024
H -1.5630 6.5108 1.5003 0.014 -0.062 -0.020
H 6.2628 2.8444 -0.9370 -0.013 -0.051 -0.059
C -0.3455 4.2105 -0.6662 -0.403 -0.022 -0.102
C -2.2552 -2.4135 5.0108 -0.030 0.027 -0.016
C -5.1953 1.2669 1.4778 -0.127 0.165 0.060
H 6.3275 0.3074 -4.4065 -0.008 0.000 0.011
C 1.5303 -3.0025 -1.4666 0.120 0.246 0.491
C -4.0252 0.7846 2.0508 0.084 0.148 0.050
N 4.2352 -0.9224 -0.1048 0.128 -0.054 0.288
C 1.6428 -2.0082 -5.1495 0.009 -0.050 0.004
H 4.7281 -1.8271 -1.9069 -0.025 0.005 0.034
H -3.1750 0.4051 -5.5533 -0.008 0.023 0.062
C 6.4988 1.5921 -2.6856 0.010 0.046 0.063
C 4.4989 1.7333 -1.4078 -0.199 0.400 0.316
H -3.9103 1.7801 -0.8616 -0.015 -0.039 0.008
C 1.8300 2.3512 1.1060 0.223 -0.054 0.002
H -1.2361 0.8692 -4.0996 0.027 -0.017 0.024
H 1.0391 5.4336 2.2922 0.042 -0.114 0.012
H -1.5693 -2.2139 5.8256 -0.023 -0.022 -0.041
Se 0.8019 1.6714 -2.4322 -0.109 0.196 -0.268
C -3.7334 1.4710 -1.8816 -0.038 0.070 -0.081
C 0.7093 -4.2262 -3.4036 0.061 0.153 -0.159
H 4.0159 3.2250 0.0886 0.045 0.110 0.119
C -4.6201 0.8175 -4.0163 -0.010 -0.009 -0.052
C -4.0840 2.5777 3.6663 -0.067 -0.047 0.060
H -1.5807 -0.7467 3.8692 0.003 -0.046 -0.007
H -0.7758 1.6629 3.1741 0.185 0.039 -0.051
H -0.4506 -5.2337 1.3102 -0.014 0.032 -0.021
C 4.5123 0.4068 -3.2755 0.061 0.182 0.025
H -3.1267 4.6516 1.9643 -0.041 -0.008 -0.202
Cl 6.4674 -3.9567 -1.2707 0.001 -0.005 0.010
H 0.2308 6.2175 -0.1813 -0.030 -0.033 -0.013
C -2.4406 1.3423 -2.3793 -0.035 -0.084 -0.158
Br -1.2455 4.4862 3.8922 0.673 -0.036 0.920
C 1.8932 3.7316 1.3112 0.236 -0.192 0.089
C -2.3484 4.5332 1.2242 -0.404 0.039 -0.678
H -4.6163 -4.6389 4.0353 0.023 0.063 0.005
H 1.1463 -6.0255 1.2333 0.031 -0.014 -0.019
H 1.9557 -1.0520 -5.5623 -0.017 -0.006 0.022
C 5.8367 0.7270 -3.5396 -0.062 0.078 -0.001
C 0.8865 1.6222 1.8144 0.189 -0.151 0.268
C 0.2783 -5.2386 -2.6107 -0.036 -0.125 0.052
N 0.4598 -1.2643 0.7783 -0.705 0.220 0.036
C -1.2311 3.1608 -0.4087 0.299 0.277 0.014
C -4.8181 1.2042 -2.7001 -0.048 0.032 0.022
C -5.8034 2.4107 1.9897 0.049 -0.030 -0.005
O -0.0075 -6.1702 -0.4982 -0.031 -0.086 0.271
C 4.3605 -0.9589 1.2247 -0.119 0.221 -0.297
N 3.8672 0.8828 -2.2074 0.184 -0.535 -0.462
N 2.6830 1.6479 0.1572 -0.295 0.680 0.213
C -5.2528 3.0606 3.0860 -0.015 -0.019 -0.044
C 1.1007 -4.0555 -0.6504 0.059 0.039 0.221
H 2.3065 -2.7988 -5.5069 -0.069 0.012 -0.015
C -1.4669 5.5739 0.9631 -0.211 0.185 -0.479
H -2.5653 1.0784 3.6127 -0.172 -0.010 0.013
C 5.6659 -2.8110 -0.2593 0.090 -0.087 -0.026
C -0.4630 5.4098 0.0223 -0.509 0.140 -0.245
H -3.0694 -4.1872 5.9137 -0.009 0.052 -0.042
C 0.0177 3.6171 2.7963 0.170 -0.047 0.198
H -5.4743 0.6065 -4.6505 0.077 0.017 0.043
C 3.6934 2.2673 -0.3004 0.506 -0.111 0.234
Fe 2.2542 -0.1438 -1.1562 -0.883 -0.427 -0.451
C -1.5564 -0.4540 0.8580 0.005 -0.158 0.342
H -0.3297 -7.0093 1.3096 -0.032 -0.036 -0.022
C -3.9649 -3.7731 4.0094 -0.016 0.045 -0.033
C 0.4655 -5.1430 -1.2089 0.001 0.005 -0.047
H 0.8869 0.5501 1.7200 -0.001 0.121 0.274
Se -4.4012 -1.5879 -0.1782 0.084 0.068 0.007
H 1.2654 -3.9487 0.4129 -0.043 -0.014 -0.090
C 4.8706 -1.8444 -0.8333 -0.039 0.312 0.102
H -3.6512 3.0815 4.5241 -0.115 -0.123 -0.104
C 5.8011 2.1350 -1.6142 0.304 0.127 -0.045
H 0.4325 4.0883 -1.4047 0.042 -0.031 0.004
N -0.6899 -1.3595 1.3877 0.031 0.261 -0.108
C -3.9991 -2.9200 2.9090 -0.051 -0.141 0.128
H -5.6322 0.7316 0.6416 0.032 0.018 0.029
O 2.1623 -2.0042 -0.8996 0.191 -0.865 -0.412
H -5.8209 1.2829 -2.2987 0.036 0.010 -0.026
C 1.6756 -1.9426 -3.6461 -0.027 0.301 -0.117
C -2.2391 0.9587 -3.7071 -0.171 -0.040 0.029
P -3.2866 -0.7389 1.3956 -0.011 -0.236 -0.409
H 7.5364 1.8512 -2.8548 -0.050 0.011 -0.005
C 0.9914 4.3616 2.1483 0.305 -0.117 0.347
H -2.9159 2.5288 0.7791 -0.015 -0.008 0.061
N 0.3858 -0.3195 -0.1581 -0.193 -0.351 0.214
C -3.0990 -3.5197 5.0600 0.014 -0.005 -0.017
C -0.8543 0.2393 -0.1375 0.267 -0.282 -0.103
H 3.8192 -0.2020 1.7827 -0.002 -0.066 -0.041
H -5.7365 3.9415 3.4949 0.034 -0.064 -0.036
C -0.0293 2.2449 2.6509 0.275 -0.033 -0.006
C 0.1021 -6.0919 0.9258 -0.044 -0.046 -0.125
C 1.3129 -3.0614 -2.8560 -0.137 -0.101 -0.235
H 5.1878 -1.9139 2.9508 0.004 0.001 -0.047
H 6.4014 -3.6247 1.5826 -0.016 0.036 -0.016
C -3.3313 0.7001 -4.5224 0.012 0.009 0.058
H 2.6326 4.3478 0.8201 -0.093 0.049 -0.127
C 5.1250 -1.9106 1.8708 0.114 -0.102 0.129
H 3.9390 -0.2351 -3.9281 0.038 -0.033 0.080
H 0.5724 -4.3098 -4.4762 -0.020 0.081 0.088
O 2.0295 -0.8444 -3.1456 0.188 -0.202 -0.302
H -0.2200 -6.1115 -3.0139 0.075 0.048 0.052
H 0.6346 -2.2318 -5.5023 0.035 -0.008 0.002
```
Positions in Å, forces in eV/Å.

- HOMO level (spin up / spin down): -0.357 / -0.356 Eh
- Molecular weight: 1190.0 g/mol
- Charge: +1
- LUMO energy (spin up / spin down): -3.5 / -3.6 eV
- E: -12344.35831 hartree
- 2S+1: 6
- Frontier orbital gap (spin up / spin down): 6.2 / 6.1 eV
- Maximum force: 1.14 eV/A

***

(3)
A gas-phase ion, C3H8NOS (charge +1) at a distorted geometry. Source: OMol25; level of theory: ωB97M-V/def2-TZVPD.

```
14
Properties=species:S:1:pos:R:3:forces:R:3
H -0.3389 1.8321 0.4596 -0.175 -0.389 0.781
H 0.2722 0.4194 -1.8349 -0.023 0.407 0.049
H 1.0774 1.6073 1.3995 -0.727 -0.226 0.464
S -0.2316 -1.8957 -1.6921 -0.051 -0.560 0.007
O -0.4747 -0.0814 2.4737 0.611 0.338 0.444
H 1.4569 -0.6032 0.2368 0.309 0.578 -0.119
C -0.2564 -0.7286 1.4956 -1.692 0.307 -1.350
H 1.1079 1.8211 -0.1774 0.072 -0.397 -0.104
C 0.4834 -0.1094 0.2793 -0.653 -0.705 -0.296
C -0.2485 -0.1823 -1.0992 -0.709 -0.585 1.030
H -1.3172 -1.9611 -2.5060 0.280 0.486 0.403
H -0.8183 -1.6532 1.2968 0.620 -0.430 0.065
H -1.2716 0.1888 -0.8857 0.379 -0.178 -0.583
N 0.5593 1.3464 0.5540 1.760 1.353 -0.791
```
Positions in Å, forces in eV/Å.

- HOMO level: -0.493 Eh
- Molecular weight: 106.2 g/mol
- Charge: +1
- LUMO energy: -4.0 eV
- E: -646.99837 hartree
- Frontier orbital gap: 9.4 eV
- SMILES: [NH3+][C@@H](C=O)CS
- Maximum force: 2.36 eV/A

***

Copy entry 1 word for word.
C4H11NO in the gas phase at a distorted geometry. Source: OMol25; level of theory: ωB97M-V/def2-TZVPD.

```
17
Properties=species:S:1:pos:R:3:forces:R:3
H -1.4516 1.5223 -0.3545 0.872 0.871 0.436
C -0.4138 1.6347 0.0717 0.070 1.977 -0.150
H -1.1543 -2.4392 -0.8936 -0.783 3.725 2.195
H 1.4147 -1.6272 0.2674 1.925 1.044 -0.210
H 2.4120 0.6764 -0.8236 -0.494 0.298 0.815
H -2.1050 -1.6951 0.8972 1.763 0.457 -3.661
H -0.5748 -0.2159 1.2695 -0.336 -0.342 0.632
C 0.2683 0.3583 -0.4118 1.996 -0.102 2.250
C -1.4173 -1.3481 -0.1790 -4.320 -1.685 1.124
H -2.2485 -0.5243 -0.7652 2.451 -2.658 1.228
H 0.1108 2.7247 -0.2103 -1.521 -3.048 0.706
N -0.3107 -0.6728 0.4241 -0.370 -1.370 -1.548
C 1.7692 0.2319 -0.0238 0.853 1.322 -1.324
H 0.1545 0.1216 -1.4329 -0.459 -0.160 -1.247
O 2.2709 -1.0990 0.0408 -2.776 -0.517 0.707
H 1.8191 0.8446 0.9081 0.641 -0.727 -0.187
H -0.5435 1.5072 1.2158 0.486 0.915 -1.766
```
Positions in Å, forces in eV/Å.

- HOMO level: -0.343 Eh
- Molecular weight: 89.1 g/mol
- LUMO energy: 0.8 eV
- E: -288.87244 hartree
- Frontier orbital gap: 10.2 eV
- SMILES: CN[C@@H](C)CO
- Maximum force: 4.77 eV/A